Formula: C7H5IO3
Source: the Open Molecules 2025 dataset
Level of theory: ωB97M-V/def2-TZVPD

```
16
Properties=species:S:1:pos:R:3:forces:R:3
C -0.4632 -1.2587 0.1059 -1.205 0.509 1.839
C 0.7118 -1.8736 0.1935 -1.572 -4.124 -1.035
C -1.0393 -0.0871 -0.2994 -2.014 3.124 -1.145
C 2.4223 -0.0682 0.0555 0.119 0.300 -0.671
C 1.6326 0.9602 0.2212 -0.698 1.495 0.346
C 2.0499 -1.4915 0.0357 2.911 0.960 1.042
C -2.6229 1.7243 -0.2641 0.742 1.009 1.514
O 0.9931 1.9146 0.4252 0.521 -0.904 -0.168
O 3.0069 -2.2564 0.0612 -0.856 -0.639 -0.502
O -1.8761 0.7013 0.3688 2.602 -2.247 0.132
I 4.4050 0.4382 -0.3795 -0.259 0.053 0.117
H -1.3158 -1.8847 0.4156 -0.003 -0.127 -0.544
H 0.5311 -3.0049 0.1027 0.898 1.632 0.760
H -3.0305 1.4637 -1.1711 -1.232 -1.033 -1.755
H -2.1573 2.6729 -0.3934 1.833 0.354 -0.433
H -3.2475 2.0499 0.5222 -1.787 -0.363 0.503
```
Forces are in eV/Å.

HOMO energy (spin up / spin down), eV: -8.4380 / -8.4336
Energy above the lowest of the compared OMol25 structures with the same formula, charge and spin, kJ/mol: 178.4
Charge: 0
Kohn-Sham gap (spin up / spin down), eV: 7.4 / 7.4
E, hartree: -792.942292

Charges per atom according to Löwdin partitioning, unit e: C -0.117; C -0.058; C -0.001; C -0.624; C -0.281; C -0.517; C -0.042; O 0.182; O -0.008; O -0.072; I 0.985; H 0.149; H 0.152; H 0.074; H 0.089; H 0.088

---

Formula: C26H33MoN2O5S
Source: the Open Molecules 2025 dataset
Level of theory: ωB97M-V/def2-TZVPD

```
68
Properties=species:S:1:pos:R:3:forces:R:3
Mo -0.1745 0.0369 -0.0166 1.584 0.183 -0.270
C -1.0871 4.5864 0.5130 -0.157 0.004 0.132
O -0.8984 4.2377 1.8923 0.196 -0.035 -0.084
C -1.6701 3.2395 2.3915 -0.127 0.135 0.089
C -2.4527 3.5385 3.4930 -0.119 0.030 0.072
C -3.2684 2.5834 4.0931 0.000 0.025 0.004
C -3.3030 1.3076 3.5776 -0.004 0.065 0.045
C -2.4924 0.9743 2.4866 -0.098 -0.326 -0.025
C -2.5179 -0.3878 2.0025 -0.311 0.197 0.283
N -1.7055 -0.7907 1.1086 -0.183 -0.749 -0.343
N -1.8515 -2.1348 0.6924 -0.170 0.233 0.122
C -1.3979 -2.3103 -0.5070 -0.003 0.202 -0.066
O -0.8759 -1.3217 -1.2555 -0.217 -0.473 0.552
C -1.4030 -3.6566 -1.1029 -0.049 0.156 -0.148
C -1.0371 -3.7836 -2.4384 0.003 -0.146 -0.111
C -1.0321 -5.0322 -3.0417 -0.010 0.035 0.051
C -1.3945 -6.1511 -2.3067 -0.017 -0.037 0.021
C -1.7678 -6.0244 -0.9721 0.014 0.005 -0.019
C -1.7765 -4.7797 -0.3672 0.018 -0.033 0.028
C -1.6611 1.9299 1.8864 0.495 -0.180 -0.404
O -0.7919 1.6506 0.8810 -0.457 0.486 0.247
H -0.8179 5.6362 0.4281 0.026 -0.011 -0.005
H -2.1340 4.4611 0.2302 -0.017 0.020 0.007
H -0.4704 3.9750 -0.1337 0.086 -0.103 -0.092
H -2.4185 4.5559 3.8628 -0.007 -0.035 -0.002
H -3.8800 2.8505 4.9440 0.012 -0.001 -0.016
H -3.9451 0.5495 4.0103 0.020 0.015 -0.016
H -3.2410 -1.1032 2.3881 -0.031 0.076 0.035
H -0.7778 -2.8981 -2.9985 0.012 0.029 -0.017
H -0.7542 -5.1302 -4.0833 -0.009 -0.001 0.024
H -1.3954 -7.1263 -2.7759 0.002 0.002 0.017
H -2.0565 -6.9001 -0.4056 0.002 0.011 -0.013
H -2.0745 -4.6690 0.6672 0.001 0.006 -0.028
C 1.8731 -1.7236 -4.4527 0.032 -0.029 -0.041
C 2.8361 -1.1730 -3.3938 -0.001 0.042 0.083
C 3.8292 -0.1942 -4.0502 0.016 -0.016 -0.005
C 3.5967 -2.3137 -2.7031 -0.005 -0.032 -0.005
C 2.0902 -0.4085 -2.3926 0.014 -0.238 -0.131
C 1.4587 0.2134 -1.5633 -0.162 0.831 0.150
H 2.4489 -2.2335 -5.2274 -0.022 0.015 0.010
H 1.2954 -0.9234 -4.9165 0.026 -0.011 0.016
H 1.1826 -2.4423 -4.0139 -0.010 -0.016 0.019
H 4.4584 -0.7549 -4.7430 -0.014 0.022 -0.006
H 4.4729 0.2810 -3.3097 -0.002 -0.023 0.009
H 3.3054 0.5810 -4.6102 -0.001 -0.007 0.015
H 4.1470 -2.8868 -3.4514 -0.011 0.014 0.015
H 2.9066 -2.9893 -2.1942 0.011 0.014 -0.021
H 4.3070 -1.9259 -1.9721 -0.018 0.005 -0.016
C 1.0413 3.1017 -2.6285 0.004 0.001 0.032
O 0.3177 2.3174 -1.6797 -0.003 -0.014 -0.092
C 1.0613 1.4954 -0.8524 -0.224 -0.227 -0.113
C 2.1677 2.1813 -0.0997 0.057 0.029 0.036
H 1.8024 2.4952 -3.1287 -0.023 -0.016 0.002
H 1.5144 3.9629 -2.1540 0.007 0.010 -0.003
H 0.3176 3.4447 -3.3622 -0.015 0.012 0.010
H 2.8745 2.6566 -0.7832 0.020 0.001 0.047
H 2.7114 1.4696 0.5151 0.032 -0.015 -0.013
H 1.7370 2.9512 0.5451 -0.057 -0.019 -0.026
C 0.7588 -2.6774 2.5750 -0.168 -0.129 -0.075
S 1.6906 -1.1766 2.4925 0.366 0.078 -0.003
C 0.7484 -0.1635 3.6152 -0.100 0.117 -0.048
O 1.4757 -0.5740 1.0813 -0.201 -0.102 -0.021
H 0.9026 -3.0789 3.5787 -0.006 -0.029 -0.028
H 1.1840 -3.3607 1.8411 -0.024 -0.016 0.013
H -0.2919 -2.4883 2.3626 -0.001 -0.090 0.033
H 0.3791 -0.7811 4.4323 0.053 0.014 0.019
H -0.0833 0.2631 3.0551 -0.015 0.003 0.089
H 1.3988 0.6209 3.9943 -0.035 0.037 -0.022
```
Forces are in eV/Å.

HOMO energy (spin up / spin down), eV: -10.4490 / -10.4284
Energy above the lowest of the compared OMol25 structures with the same formula, charge and spin, kJ/mol: 45.7
Charge: +1
Kohn-Sham gap (spin up / spin down), eV: 7.1 / 7.2
E, hartree: -1962.312605

Charges per atom according to Löwdin partitioning, unit e: Mo 1.685; C -0.032; O -0.077; C -0.232; C 0.029; C -0.058; C -0.035; C -0.163; C -0.049; N -0.154; N 0.084; C -0.397; O -0.212; C -0.160; C -0.024; C -0.061; C -0.065; C -0.065; C -0.025; C -0.220; O -0.243; H 0.098; H 0.107; H 0.057; H 0.132; H 0.113; H 0.118; H 0.144; H 0.100; H 0.110; H 0.110; H 0.109; H 0.110; C -0.026; C -0.593; C -0.029; C -0.033; C 0.092; C -0.063; H 0.096; H 0.097; H 0.067; H 0.096; H 0.093; H 0.088; H 0.093; H 0.087; H 0.092; C -0.054; O -0.164; C -0.559; C -0.023; H 0.089; H 0.093; H 0.099; H 0.090; H 0.074; H 0.095; C -0.238; S 0.994; C -0.204; O -0.641; H 0.074; H 0.071; H 0.036; H 0.077; H 0.031; H 0.071

---

Formula: C4H5Cl11
Source: the Open Molecules 2025 dataset
Level of theory: ωB97M-V/def2-TZVPD

```
20
Properties=species:S:1:pos:R:3:forces:R:3
C 3.0344 2.2348 2.2330 -0.138 0.124 0.118
Cl 3.3013 1.3073 0.7606 0.109 -0.003 -0.075
Cl 2.0789 1.3139 3.3917 -0.021 -0.053 0.021
Cl 2.2615 3.7794 1.8733 0.011 -0.018 -0.027
H 3.9918 2.4476 2.6889 0.048 -0.053 -0.059
C -2.6095 -1.2019 2.2380 -0.054 0.095 0.075
Cl -3.1965 -2.0190 0.7992 -0.050 -0.023 -0.139
Cl -1.8009 -2.3356 3.3121 0.081 -0.058 0.090
Cl -3.9241 -0.3706 3.0735 -0.009 0.006 0.006
H -1.8904 -0.4501 1.9408 0.009 -0.006 -0.045
C -1.5967 0.6038 -3.4710 -0.280 -0.206 0.025
Cl -0.2039 1.5704 -3.8974 0.246 0.136 0.015
Cl -1.9510 -0.5712 -4.7429 -0.026 -0.011 -0.016
Cl -2.9978 1.6251 -3.1465 -0.047 0.015 0.001
H -1.3869 0.0382 -2.5722 0.115 0.073 0.020
C 1.5280 -1.6232 -0.8635 0.000 0.095 -0.345
Cl 0.7095 -1.8476 -2.4219 0.041 -0.126 0.013
Cl 0.4112 -1.0769 0.3769 -0.068 0.055 0.217
H 1.9622 -2.5666 -0.5584 -0.015 -0.016 0.002
H 2.2790 -0.8576 -1.0142 0.051 -0.023 0.104
```
Forces are in eV/Å.

HOMO energy, eV: -11.0077
Energy above the lowest of the compared OMol25 structures with the same formula, charge and spin, kJ/mol: 0.0
Charge: 0
Kohn-Sham gap, eV: 11.3
E, hartree: -5217.504837

Charges per atom according to Löwdin partitioning, unit e: C -1.556; Cl 0.528; Cl 0.524; Cl 0.529; H 0.011; C -1.596; Cl 0.522; Cl 0.521; Cl 0.528; H -0.026; C -1.597; Cl 0.527; Cl 0.512; Cl 0.525; H -0.036; C -1.000; Cl 0.534; Cl 0.524; H 0.032; H -0.004

---

Formula: C35H52O13S4
Source: the Open Molecules 2025 dataset
Level of theory: ωB97M-V/def2-TZVPD

```
104
Properties=species:S:1:pos:R:3:forces:R:3
C 0.3443 -1.0010 -0.0840 0.955 -0.071 0.194
C 1.8327 -0.9806 -0.5365 -1.826 -0.384 0.261
O 2.2525 0.2696 -0.0309 2.399 0.109 1.082
S 1.8282 0.3150 1.5884 -0.554 0.722 -3.045
O 1.8920 1.6816 2.0320 -0.499 -1.775 -0.563
O 2.5051 -0.7118 2.3389 -1.315 0.637 -0.932
O 0.2999 -0.0218 0.9671 -0.052 -0.308 2.452
H 0.0834 -2.0022 0.2592 -0.333 0.216 0.147
H -0.2798 -0.6779 -0.9172 -0.283 0.205 0.473
H 1.7755 -1.0305 -1.6238 0.938 0.363 0.131
H 2.3206 -1.8439 -0.0840 0.573 0.275 -0.204
O 11.3771 1.8732 0.6192 0.101 -0.665 -0.657
S 10.1962 2.5797 0.9476 -1.056 0.740 0.270
O 10.3447 3.7720 1.7442 -0.616 -0.435 -0.534
O 9.4105 2.9327 -0.4624 1.899 -0.977 0.949
C 8.4439 3.9510 -0.4685 -1.950 0.246 -1.195
C 7.8536 4.0442 -1.8809 1.612 0.115 -1.117
C 8.9603 1.5192 1.7702 0.880 1.147 0.135
H 8.8569 4.9356 -0.2492 -0.092 -0.273 0.753
H 7.5925 3.5851 0.1053 0.158 0.684 0.915
H 8.6474 4.3648 -2.5556 0.404 0.047 -0.032
H 7.1254 4.8361 -2.0562 -0.441 -0.367 0.646
H 7.5900 3.0800 -2.3157 -0.587 0.002 0.428
H 8.6219 0.6813 1.1607 -0.027 0.365 0.018
H 8.2370 2.2738 2.0794 -0.565 -0.413 -0.353
H 9.4076 1.2008 2.7118 0.270 -0.216 -0.223
O -3.8718 -6.4902 -3.7979 2.048 -1.393 -1.335
S -2.8245 -7.3580 -4.3777 -1.960 0.356 -0.086
O -1.4635 -7.2730 -3.8937 -1.549 -0.531 -0.576
O -3.3696 -8.9197 -4.1856 1.224 1.221 -0.275
C -4.7583 -9.2293 -4.2530 -1.344 0.074 0.500
C -5.1259 -10.3778 -3.2942 0.036 1.281 -0.505
C -2.7995 -7.2869 -6.2922 -0.083 0.222 1.883
H -5.1665 -9.4110 -5.2473 0.934 -0.602 -0.594
H -5.4040 -8.3829 -4.0191 0.579 0.437 0.743
H -4.7992 -11.3621 -3.6297 -0.094 0.134 0.102
H -6.2092 -10.2613 -3.2646 -0.158 -0.739 0.106
H -4.7716 -10.1369 -2.2919 0.176 -0.203 -0.067
H -1.8729 -6.7698 -6.5414 -0.016 -0.348 -0.035
H -3.6473 -6.7098 -6.6616 -0.047 -0.147 0.295
H -2.8563 -8.3356 -6.5840 0.258 0.247 -0.154
O -8.4769 0.0564 4.0581 -0.324 2.478 -1.902
S -8.8099 1.1009 3.0670 -0.539 -1.700 0.911
O -10.1961 1.1782 2.6123 1.951 -0.004 0.027
O -8.4397 2.5357 3.7047 1.181 -0.423 -0.966
C -8.5752 3.7335 2.8190 0.646 1.005 1.319
C -7.6622 4.9138 3.3856 -1.226 -1.306 0.372
C -7.5922 0.9519 1.6453 -1.240 0.383 1.106
H -9.6321 3.9193 3.0102 0.110 0.616 -0.969
H -8.2518 3.5726 1.7906 -0.599 -0.544 0.058
H -7.7596 4.7643 4.4609 0.521 0.329 0.129
H -8.0415 5.9123 3.1684 -0.448 -0.232 -0.229
H -6.6228 4.9318 3.0579 -0.082 -0.579 0.075
H -6.6597 1.3629 2.0319 -0.051 -0.087 -0.175
H -8.0195 1.5293 0.8255 0.231 -0.061 0.023
H -7.5007 -0.1004 1.3759 -0.124 0.127 0.223
C -0.9212 8.9111 -1.0278 -0.074 0.268 1.240
C -1.0219 9.4332 0.2905 -0.603 0.851 -0.948
C -1.4566 10.7786 0.5051 1.092 -1.458 -0.705
C -1.6159 11.5848 -0.6103 -0.071 0.053 -0.645
C -1.3932 11.0844 -1.8916 -0.713 -0.935 -0.287
C -1.1355 9.7279 -2.1213 0.101 1.122 0.531
H -0.6923 7.8624 -1.1471 0.083 -0.079 -0.035
H -0.8045 8.7628 1.1088 -0.094 0.095 0.182
H -1.5657 11.2097 1.4893 -0.090 -0.230 0.131
H -1.9658 12.6033 -0.5286 0.122 0.142 0.221
H -1.5909 11.6340 -2.8001 0.064 0.648 0.228
H -1.1152 9.4266 -3.1582 0.183 -0.478 0.088
C -1.9911 -0.4960 7.7095 1.776 -1.043 -1.294
C -3.2353 -0.0679 7.5000 -1.940 -0.243 -0.616
C -3.8688 0.6714 8.4454 -1.213 1.385 0.748
C -3.2484 1.0126 9.6478 0.862 -0.747 -0.233
C -1.9645 0.5062 9.8678 0.362 0.411 -0.733
C -1.3061 -0.1945 8.8441 0.293 0.264 1.137
H -1.5673 -1.0333 6.8739 0.609 -0.223 0.199
H -3.7539 -0.3815 6.6060 -0.121 0.246 -0.144
H -4.8422 1.0377 8.1544 -0.270 0.170 0.476
H -3.6374 1.6575 10.4219 -0.542 -0.033 -0.201
H -1.4405 0.8016 10.7648 0.106 -0.159 0.106
H -0.2653 -0.4819 8.8684 0.073 -0.028 0.551
C 0.7395 1.8895 -10.0944 -0.399 0.404 0.159
C 1.8537 1.7609 -10.8967 1.373 -0.644 -0.343
C 3.1362 1.7785 -10.3355 -0.546 0.250 -1.038
C 3.3111 1.9086 -8.9748 2.238 -0.277 -2.554
C 2.2339 1.9028 -8.2138 -2.450 1.194 2.398
C 0.9234 2.0241 -8.7421 1.164 -1.147 1.225
H -0.2653 1.9153 -10.4896 -0.006 -0.091 -0.223
H 1.7781 1.5163 -11.9459 -0.213 0.330 -0.174
H 4.0314 1.7196 -10.9368 -0.137 -0.078 -0.397
H 4.3424 1.9903 -8.6648 -0.101 -0.167 0.686
H 2.4588 1.9694 -7.1595 -0.711 -0.048 0.396
H 0.1082 2.0147 -8.0337 -0.213 0.276 -0.135
C 4.9920 -7.2344 4.2656 -0.555 0.702 0.093
C 5.8807 -8.2973 4.1049 1.198 1.658 1.232
C 5.5801 -9.4019 3.4203 -3.146 -1.001 -2.001
C 4.2478 -9.4115 2.8770 1.059 -0.928 0.491
C 3.3051 -8.4332 3.1621 0.418 -1.175 -1.685
C 3.6754 -7.2868 3.7995 0.873 0.095 0.961
H 5.3334 -6.3188 4.7255 0.101 -0.029 0.249
H 6.8832 -8.2629 4.5052 0.104 0.522 0.239
H 6.2983 -10.1860 3.2311 -0.119 -0.085 -0.007
H 3.9305 -10.2213 2.2367 0.060 -0.232 0.021
H 2.3601 -8.5409 2.6504 -0.323 0.093 0.310
H 2.9221 -6.5295 3.9588 0.330 0.384 0.096
```
Forces are in eV/Å.

HOMO energy, eV: -9.1362
Charge: 0
Kohn-Sham gap, eV: 9.3
E, hartree: -3935.474854

Here are the Löwdin charges for atoms 1 to 99, given in e: C -0.165; C -0.202; O -0.213; S 0.741; O -0.219; O -0.227; O -0.219; H 0.126; H 0.127; H 0.132; H 0.120; O -0.264; S 0.612; O -0.289; O -0.261; C -0.294; C -0.075; C -0.105; H 0.126; H 0.114; H 0.072; H 0.081; H 0.079; H 0.076; H 0.058; H 0.070; O -0.327; S 0.699; O -0.292; O -0.276; C -0.303; C -0.056; C -0.070; H 0.114; H 0.104; H 0.077; H 0.077; H 0.082; H 0.056; H 0.059; H 0.056; O -0.314; S 0.646; O -0.309; O -0.300; C -0.192; C -0.049; C -0.096; H 0.117; H 0.099; H 0.072; H 0.070; H 0.069; H 0.067; H 0.053; H 0.066; C -0.099; C -0.071; C -0.084; C -0.109; C -0.100; C -0.103; H 0.093; H 0.090; H 0.094; H 0.097; H 0.095; H 0.098; C -0.136; C -0.131; C -0.097; C -0.078; C -0.083; C -0.087; H 0.107; H 0.110; H 0.102; H 0.098; H 0.095; H 0.101; C -0.107; C -0.090; C -0.088; C -0.134; C -0.114; C -0.076; H 0.102; H 0.098; H 0.099; H 0.110; H 0.102; H 0.098; C -0.081; C -0.134; C -0.087; C -0.075; C -0.121; C -0.096; H 0.096